{
  "formula": "C25H58NO17V",
  "method": "ωB97M-V/def2-TZVPD",
  "elements": ["C", "H", "H", "H", "O", "C", "H", "C", "H", "H", "C", "H", "H", "H", "H", "H", "H", "H", "H", "H", "H", "O", "O", "H", "O", "H", "C", "C", "H", "C", "H", "H", "O", "H", "H", "O", "H", "H", "C", "H", "H", "C", "O", "C", "H", "H", "H", "C", "H", "O", "O", "H", "H", "O", "V", "C", "H", "O", "H", "H", "C", "O", "O", "H", "C", "H", "C", "H", "O", "C", "C", "H", "H", "H", "H", "C", "C", "H", "H", "C", "O", "C", "C", "H", "H", "H", "H", "H", "O", "H", "C", "H", "C", "H", "C", "H", "H", "H", "O", "H", "N", "H"],
  "coordinates": [[17.105321, 5.696058, -12.806736], [24.979230, 8.576510, -9.484924], [14.364474, 3.091587, -3.773830], [11.582383, 11.490512, -8.033161], [17.200652, 3.341023, -5.220030], [18.090529, 8.687880, -8.272359], [12.178088, 12.147915, -9.515489], [24.102019, 8.378822, -10.098333], [17.494632, 5.484308, -3.783817], [14.413178, 1.942667, -6.300162], [13.255306, 10.352721, -8.991185], [12.570822, 5.503241, -6.402531], [20.979761, 10.643751, -5.382721], [17.936554, 3.967300, -5.177017], [15.984966, 10.616333, -7.241430], [14.521963, 6.637477, -5.332449], [19.415039, 13.356055, -10.425446], [15.628147, 6.619827, -11.529677], [13.051357, 10.007895, -10.005295], [20.983906, 6.720818, -7.705542], [19.831737, 4.615886, -11.212639], [17.362532, 11.357824, -5.911995], [21.722796, 4.926226, -8.418223], [13.820115, 4.039272, -8.005878], [21.106842, 9.921916, -6.010410], [16.068811, 3.764549, -8.904942], [16.589611, 4.018257, -7.975427], [14.256955, 5.626426, -4.992440], [13.248942, 9.668702, -7.145380], [15.543167, 3.728210, -6.888647], [18.132576, 5.997183, -13.022281], [14.036404, 12.951018, -8.366527], [21.541110, 5.729802, -11.093032], [24.148602, 9.034424, -10.967420], [16.538431, 13.157396, -9.774542], [16.091037, 12.832613, -8.991613], [21.317258, 3.335300, -9.762568], [20.828533, 12.910436, -11.305519], [15.033085, 3.879342, -3.415939], [21.713111, 6.658486, -10.796093], [19.837722, 5.974776, -10.004515], [20.856387, 4.233357, -9.320100], [13.372282, 12.503514, -7.827271], [22.852535, 8.659011, -9.361066], [16.481939, 5.908962, -13.675007], [13.036592, 3.983092, -5.614105], [20.962345, 6.654091, -5.381831], [20.497356, 11.794799, -9.473019], [15.917195, 8.867427, -8.185395], [21.725635, 8.217335, -9.754207], [20.185808, 10.668753, -9.980919], [21.530661, 8.816537, -4.263082], [13.640531, 5.878242, -4.120453], [20.933839, 11.708061, -8.291228], [20.608742, 9.476453, -8.278958], [20.407714, 5.149950, -10.454985], [19.937553, 3.801665, -8.907788], [20.641538, 7.502372, -7.193412], [15.906086, 3.395705, -2.980141], [22.430393, 7.333519, -6.061267], [13.413666, 4.920999, -6.040015], [18.604243, 9.501387, -7.443666], [18.881999, 8.289905, -9.167777], [18.062008, 7.806737, -10.873075], [12.508665, 11.648425, -8.586596], [19.896204, 8.656480, -4.913623], [17.041682, 12.427527, -7.998742], [14.306456, 10.679419, -9.032599], [17.242695, 4.313733, -12.481838], [20.449392, 13.036290, -10.289808], [15.471351, 4.843300, -4.525493], [16.661683, 6.627269, -4.700841], [17.461018, 13.272651, -7.430245], [16.844548, 5.082246, -8.016701], [14.954506, 1.951585, -8.006141], [21.362549, 7.516101, -5.935179], [16.725453, 8.129827, -8.177098], [16.368378, 3.926095, -12.359966], [15.481121, 11.966530, -6.483067], [20.952477, 8.746235, -5.188592], [13.138453, 9.304165, -8.029038], [16.727971, 6.531377, -11.569031], [15.214225, 2.239715, -6.985424], [24.163738, 7.341295, -10.420423], [16.901141, 5.877794, -10.700593], [14.452882, 4.403027, -2.651234], [16.057519, 6.265166, -3.052103], [16.065685, 1.603018, -6.731165], [17.364535, 7.753480, -11.545515], [22.494792, 5.111735, -8.985153], [16.401925, 11.592788, -6.944178], [17.543349, 3.497214, -7.919036], [14.330034, 4.587734, -7.203495], [21.089582, 13.818518, -9.882750], [16.474765, 5.836178, -3.963281], [16.505681, 7.313584, -8.849525], [16.563767, 7.771557, -7.146434], [17.900600, 11.937157, -8.463800], [22.768967, 9.280469, -8.266195], [17.731053, 10.480839, -6.079715], [16.098832, 4.108378, -5.608125], [14.620677, 5.525181, -7.694198]],
  "atomic_forces_ev_per_a": [[1.26, 0.28, 0.85], [-0.11, 0.15, 0.10], [0.14, 0.04, -0.28], [0.29, -0.25, 0.33], [0.08, -0.16, 0.26], [1.43, -0.34, -0.65], [0.22, 0.00, 0.20], [0.80, 0.15, 0.08], [-0.33, -0.58, 0.44], [-0.09, 0.13, -0.16], [0.66, 1.02, 0.92], [-0.05, 0.16, 0.20], [-0.08, 0.44, -0.67], [-0.03, -0.17, -0.17], [0.58, 0.18, -0.71], [0.32, -0.30, -0.43], [0.05, 0.18, 0.29], [0.11, 0.60, -0.18], [-0.60, -0.39, 0.34], [-0.36, 0.61, 0.11], [-0.15, -0.02, 0.19], [-0.35, 0.23, 0.21], [-0.19, -0.24, -0.29], [-0.28, 0.10, 0.20], [0.17, -0.74, 0.97], [0.50, 0.02, -0.26], [-0.40, 0.44, -0.62], [-0.95, 1.10, 0.00], [0.04, 0.22, -0.09], [1.23, -0.07, 0.12], [-0.11, 0.11, -0.34], [-0.01, -0.37, -0.29], [0.70, 0.31, -0.09], [-0.05, -0.10, -0.11], [0.16, 0.00, 0.02], [-0.23, -0.06, 0.33], [0.53, 0.37, 0.21], [-0.08, -0.65, 0.08], [-0.28, -0.24, 0.29], [-0.71, -0.82, -0.04], [-0.35, -0.24, -0.19], [-0.71, -0.69, -1.45], [-0.85, -0.23, 0.49], [-2.00, -0.53, 1.19], [-0.13, -0.25, -0.03], [-0.19, 0.12, -0.02], [0.28, 0.17, 0.19], [0.93, -1.98, 0.42], [0.28, 0.15, -0.68], [-0.25, 0.12, -0.86], [-0.47, -0.30, -0.14], [0.10, 0.12, -0.12], [0.10, -0.34, 0.08], [-0.13, 0.37, 0.57], [0.30, -0.04, -2.36], [0.67, 1.06, 0.49], [0.26, 0.55, 0.95], [1.04, -0.19, -0.06], [-0.07, -0.01, 0.13], [0.02, 0.54, -0.22], [0.69, -0.92, 0.04], [-0.37, 0.53, 0.63], [0.13, -0.30, -0.26], [-0.11, -0.12, 0.07], [0.63, 0.32, -1.28], [0.03, -0.03, -0.07], [0.28, 0.82, -0.19], [-0.04, -0.09, -0.09], [-0.61, -0.16, -0.29], [0.24, 0.66, -0.38], [0.10, -0.95, 0.39], [-0.40, 0.11, 0.11], [-0.16, 0.19, -0.40], [-0.20, -0.01, 0.12], [-0.25, 0.18, 0.03], [-0.94, -1.10, -0.14], [-1.18, 0.13, 1.56], [0.09, 0.03, -0.03], [0.42, 1.04, -0.17], [-0.21, 0.13, 0.05], [-0.21, -0.28, -0.52], [-1.10, -1.57, 0.04], [-0.11, -0.71, 0.38], [-0.30, 0.00, -0.16], [0.61, 0.24, 0.03], [0.33, 0.06, 0.15], [0.26, 0.17, 0.06], [0.12, 0.31, 0.12], [0.07, 0.90, -0.03], [-0.32, 0.11, 0.36], [-0.85, -1.82, 1.26], [-0.23, -0.46, 0.23], [-0.49, 0.08, -0.98], [-0.44, 0.04, 0.43], [0.42, 0.81, -0.26], [0.20, 0.09, -0.32], [0.43, -0.25, -0.16], [-0.19, -0.35, 0.06], [0.67, 1.10, 0.36], [0.23, 0.19, -0.26], [-0.14, 1.13, -0.50], [0.26, 0.01, 0.27]],
  "mulliken_spin": [0.000, 0.000, 0.000, 0.000, 0.000, -0.032, 0.000, -0.002, 0.000, 0.000, 0.000, 0.000, 0.002, 0.000, 0.000, 0.000, 0.001, 0.000, 0.000, -0.002, 0.000, 0.000, 0.000, 0.000, 0.015, 0.000, 0.001, 0.000, 0.000, 0.000, 0.000, 0.000, 0.000, 0.001, 0.000, 0.000, 0.000, 0.001, 0.000, 0.001, 0.000, 0.000, 0.000, -0.007, 0.000, 0.000, 0.001, 0.002, 0.003, -0.008, -0.026, 0.001, 0.000, -0.017, 2.024, -0.001, 0.000, 0.019, 0.000, 0.000, 0.000, 0.014, 0.022, 0.000, 0.000, -0.001, -0.001, 0.000, 0.000, -0.002, 0.000, 0.000, 0.000, -0.001, 0.000, -0.002, 0.004, 0.000, 0.000, 0.005, 0.000, -0.001, 0.000, 0.000, 0.000, 0.000, 0.000, 0.000, 0.000, 0.000, 0.000, 0.000, 0.000, 0.000, 0.000, 0.000, 0.000, 0.007, -0.020, 0.000, 0.000, 0.000],
  "homo_lumo_gap_ev": [7.801, 8.095],
  "e_tot_ev": -88851.120,
  "spin_multiplicity": 3,
  "de_lowest_kj_mol": 30.9,
  "homo_energy_ev": [-7.90, -7.90]
}